Entry i
The following is a DFT calculation (wB97M-V/def2-TZVPD) of a 11-piece molecular cluster, C11H33N11O22 overall.

The value obtained for the LUMO energy is -0.29 eV. Its HOMO-LUMO gap is 10.724 eV. As for the HOMO energy: -11.01 eV. The SMILES is C[N+](=O)[O-].C[N+](=O)[O-].C[N+](=O)[O-].C[N+](=O)[O-].C[N+](=O)[O-].C[N+](=O)[O-].C[N+](=O)[O-].C[N+](=O)[O-].C[N+](=O)[O-].C[N+](=O)[O-].C[N+](=O)[O-].

The geometry in XYZ format:
```
77
Properties=species:S:1:pos:R:3:mulliken_charge:R:1
C 3.201 2.772 -2.540 -0.328
N 2.429 4.008 -2.821 0.973
O 1.656 3.973 -3.768 -0.564
O 2.585 4.960 -2.096 -0.569
H 4.084 3.053 -1.979 0.355
H 3.489 2.332 -3.490 0.281
H 2.562 2.081 -1.997 -0.124
C 1.809 -3.861 0.648 -0.556
N 1.327 -3.054 -0.510 0.888
O 0.194 -2.623 -0.464 -0.411
O 2.105 -2.877 -1.422 -0.535
H 2.493 -3.245 1.226 0.288
H 2.370 -4.690 0.225 0.321
H 0.951 -4.177 1.222 0.030
C -3.201 -1.762 -1.221 -0.074
N -3.780 -3.017 -1.760 1.049
O -3.854 -3.147 -2.965 -0.594
O -4.139 -3.849 -0.946 -0.600
H -2.610 -2.059 -0.363 -0.290
H -3.998 -1.089 -0.909 0.288
H -2.644 -1.292 -2.022 0.248
C 0.885 -0.759 3.431 -0.371
N 0.358 -1.758 4.404 0.958
O -0.210 -2.756 3.996 -0.537
O 0.580 -1.532 5.568 -0.576
H 0.369 0.184 3.549 0.205
H 0.851 -1.187 2.434 -0.102
H 1.936 -0.650 3.698 0.411
C 4.241 -0.939 -2.656 -0.347
N 5.299 0.086 -2.914 0.970
O 5.854 0.077 -3.992 -0.579
O 5.566 0.850 -2.006 -0.552
H 4.741 -1.712 -2.080 0.381
H 3.870 -1.298 -3.605 0.297
H 3.469 -0.469 -2.055 -0.112
C -2.174 -4.426 2.334 -0.656
N -2.800 -3.080 2.468 0.768
O -2.313 -2.154 1.852 -0.171
O -3.850 -3.027 3.075 -0.601
H -2.597 -5.032 3.125 0.340
H -1.097 -4.375 2.337 0.031
H -2.554 -4.754 1.365 0.280
C -3.938 0.889 3.473 -0.841
N -2.753 1.366 2.728 0.824
O -2.786 2.465 2.207 -0.523
O -1.790 0.632 2.718 -0.373
H -3.608 0.620 4.469 0.306
H -4.314 0.016 2.939 0.279
H -4.710 1.648 3.456 0.292
C -4.487 3.430 -0.031 -0.858
N -4.279 1.983 -0.317 1.019
O -4.874 1.172 0.374 -0.541
O -3.544 1.691 -1.230 -0.515
H -5.224 3.507 0.757 0.300
H -4.809 3.871 -0.968 0.283
H -3.547 3.823 0.343 0.337
C 0.526 1.562 -5.517 -0.866
N 0.469 0.926 -4.188 1.045
O -0.471 1.195 -3.464 -0.538
O 1.382 0.189 -3.888 -0.517
H 0.734 0.784 -6.257 0.306
H 1.467 2.109 -5.562 0.280
H -0.358 2.140 -5.729 0.300
C 3.741 2.117 2.144 -0.544
N 3.072 2.492 3.426 0.914
O 3.783 2.691 4.390 -0.554
O 1.862 2.524 3.431 -0.498
H 4.737 2.537 2.135 0.333
H 3.137 2.496 1.325 0.129
H 3.689 1.032 2.121 0.238
C -0.689 0.387 -0.261 -0.427
N 0.686 0.923 -0.167 0.999
O 0.863 1.943 0.464 -0.619
O 1.560 0.351 -0.797 -0.420
H -1.359 1.216 -0.079 0.333
H -0.855 -0.431 0.437 -0.267
H -0.766 -0.024 -1.260 0.274
```

Entry ii
The following is a DFT calculation (wB97M-V/def2-TZVPD) of a 11-piece molecular cluster, C11H33N11O22 overall.

The value obtained for the LUMO energy is -1.31 eV. Its HOMO-LUMO gap is 9.594 eV. As for the HOMO energy: -10.90 eV. The SMILES is C[N+](=O)[O-].C[N+](=O)[O-].C[N+](=O)[O-].C[N+](=O)[O-].C[N+](=O)[O-].C[N+](=O)[O-].C[N+](=O)[O-].C[N+](=O)[O-].C[N+](=O)[O-].C[N+](=O)[O-].C[N+](=O)[O-].

The geometry in XYZ format:
```
77
Properties=species:S:1:pos:R:3:mulliken_charge:R:1
C 6.208 0.923 -2.559 -0.599
N 5.521 0.551 -3.819 1.034
O 6.205 0.002 -4.653 -0.591
O 4.373 0.884 -3.954 -0.550
H 6.223 0.098 -1.850 0.095
H 5.649 1.711 -2.065 0.258
H 7.223 1.196 -2.826 0.363
C 8.212 0.679 2.384 -0.994
N 7.285 0.697 1.227 1.192
O 7.617 1.248 0.199 -0.528
O 6.220 0.136 1.367 -0.487
H 7.757 -0.002 3.097 0.055
H 8.132 1.674 2.825 0.464
H 9.225 0.434 2.094 0.405
C 7.783 -2.061 5.777 -0.279
N 6.561 -1.878 6.591 1.030
O 6.320 -0.761 7.019 -0.585
O 5.873 -2.836 6.830 -0.569
H 7.397 -2.027 4.760 -0.028
H 8.337 -2.927 6.117 0.316
H 8.390 -1.183 5.981 0.086
C 5.978 -3.123 1.348 -0.268
N 4.734 -3.906 1.463 0.958
O 3.745 -3.321 1.855 -0.552
O 4.757 -5.097 1.233 -0.583
H 6.843 -3.756 1.208 0.346
H 5.967 -2.473 2.218 -0.025
H 5.817 -2.515 0.455 0.126
C 7.361 4.438 -1.222 -0.526
N 8.235 5.428 -1.878 0.926
O 9.114 5.971 -1.228 -0.553
O 7.984 5.693 -3.043 -0.529
H 7.984 3.864 -0.535 0.206
H 7.095 3.692 -1.965 0.154
H 6.514 4.900 -0.732 0.317
C 9.506 -0.900 -1.379 -0.233
N 9.750 -1.990 -0.366 0.944
O 9.007 -2.047 0.602 -0.530
O 10.696 -2.719 -0.525 -0.540
H 9.767 -1.405 -2.303 0.368
H 10.233 -0.150 -1.070 0.136
H 8.506 -0.523 -1.226 -0.185
C 4.883 1.431 4.123 -0.619
N 4.424 0.016 4.289 0.768
O 3.323 -0.144 4.748 -0.536
O 5.184 -0.897 4.030 -0.370
H 4.620 1.882 5.075 0.342
H 4.143 1.843 3.431 0.316
H 5.859 1.520 3.678 0.054
C 11.021 0.424 6.473 -0.781
N 11.241 -0.369 5.224 0.767
O 10.396 -0.269 4.357 -0.322
O 12.238 -1.046 5.170 -0.533
H 11.998 0.742 6.822 0.306
H 10.550 -0.234 7.197 0.317
H 10.405 1.263 6.173 0.246
C 2.394 -0.767 0.573 -0.587
N 2.649 -0.740 -0.901 0.886
O 3.788 -0.883 -1.292 -0.483
O 1.690 -0.511 -1.603 -0.553
H 1.614 -0.014 0.661 0.323
H 3.330 -0.571 1.083 0.091
H 1.991 -1.709 0.934 0.303
C 10.366 5.025 4.853 -0.813
N 10.759 3.803 4.161 0.813
O 10.016 2.834 4.185 -0.410
O 11.801 3.813 3.540 -0.511
H 9.805 5.640 4.153 0.288
H 11.271 5.533 5.180 0.323
H 9.782 4.868 5.755 0.322
C 12.667 1.819 1.487 -0.495
N 12.845 0.886 0.345 0.967
O 12.284 -0.185 0.397 -0.523
O 13.589 1.212 -0.548 -0.563
H 13.569 1.870 2.085 0.308
H 11.854 1.422 2.090 0.011
H 12.332 2.792 1.141 0.304
```

Entry iii
The following is a DFT calculation (wB97M-V/def2-TZVPD) of a 11-piece molecular cluster, C11H33N11O22 overall.

The value obtained for the LUMO energy is -0.52 eV. Its HOMO-LUMO gap is 10.332 eV. As for the HOMO energy: -10.85 eV. The SMILES is C[N+](=O)[O-].C[N+](=O)[O-].C[N+](=O)[O-].C[N+](=O)[O-].C[N+](=O)[O-].C[N+](=O)[O-].C[N+](=O)[O-].C[N+](=O)[O-].C[N+](=O)[O-].C[N+](=O)[O-].C[N+](=O)[O-].

The geometry in XYZ format:
```
77
Properties=species:S:1:pos:R:3:mulliken_charge:R:1
C 15.439 11.413 9.226 -0.436
N 16.741 10.720 8.895 0.968
O 17.714 11.392 8.996 -0.586
O 16.719 9.523 8.641 -0.552
H 15.604 12.457 9.384 0.295
H 15.025 10.885 10.103 0.213
H 14.856 11.221 8.352 0.085
C 10.504 11.178 13.014 -0.603
N 9.568 10.549 11.949 0.649
O 9.884 10.609 10.772 -0.310
O 8.527 10.111 12.371 -0.466
H 10.282 10.714 13.986 0.332
H 10.277 12.242 12.989 0.393
H 11.466 11.015 12.612 -0.022
C 15.125 11.899 13.815 -0.643
N 13.713 12.328 13.475 1.032
O 13.440 12.832 12.414 -0.529
O 12.845 12.108 14.275 -0.567
H 15.807 12.387 13.121 0.264
H 15.170 10.818 13.682 0.161
H 15.325 12.302 14.846 0.295
C 18.473 8.188 11.208 -0.842
N 17.003 8.356 11.491 0.872
O 16.308 7.348 11.314 -0.574
O 16.608 9.449 11.918 -0.394
H 18.727 9.114 10.690 0.305
H 18.512 7.342 10.529 0.301
H 18.966 8.063 12.187 0.311
C 6.332 11.557 10.370 -0.710
N 6.174 10.153 10.793 0.978
O 5.402 9.887 11.666 -0.561
O 6.746 9.343 10.060 -0.496
H 7.410 11.731 10.227 0.132
H 5.939 12.249 11.107 0.301
H 5.821 11.708 9.449 0.330
C 15.635 6.933 14.384 -0.322
N 16.945 6.181 14.186 0.945
O 16.817 4.996 13.950 -0.546
O 17.963 6.839 14.125 -0.560
H 14.868 6.178 14.747 0.276
H 15.517 7.507 13.491 -0.084
H 15.794 7.644 15.147 0.290
C 6.968 7.695 13.278 -0.532
N 7.505 6.580 14.162 0.884
O 8.698 6.647 14.377 -0.532
O 6.761 5.682 14.481 -0.566
H 7.633 7.703 12.428 0.153
H 6.993 8.590 13.850 0.279
H 5.934 7.462 13.056 0.301
C 13.163 6.969 11.286 -0.622
N 12.510 8.082 12.091 0.906
O 11.282 8.037 12.104 -0.498
O 13.131 8.937 12.706 -0.438
H 12.488 6.672 10.522 0.328
H 13.271 6.157 12.023 0.271
H 14.137 7.359 10.916 0.088
C 14.297 7.721 5.951 -0.731
N 14.006 9.159 5.828 0.840
O 14.234 9.604 4.731 -0.539
O 13.590 9.741 6.812 -0.415
H 14.715 7.387 5.032 0.328
H 13.391 7.201 6.118 0.241
H 15.027 7.703 6.758 0.247
C 9.806 7.860 8.785 -0.430
N 10.534 7.280 7.601 1.055
O 11.235 6.309 7.773 -0.584
O 10.357 7.772 6.510 -0.575
H 10.444 8.500 9.363 -0.068
H 9.553 6.968 9.464 0.227
H 8.930 8.409 8.436 0.373
C 10.927 11.376 7.952 -0.618
N 12.076 11.433 8.949 0.896
O 12.430 12.545 9.362 -0.602
O 12.583 10.376 9.260 -0.202
H 11.280 10.946 7.007 0.209
H 10.388 12.298 8.025 0.353
H 10.265 10.725 8.455 0.049
```

Relative energies with respect to the most stable structure, expressed in kcal/mol: entry i 0.0; entry ii 29.0; entry iii 19.0.

Entry i
The following is a DFT calculation (wB97M-V/def2-TZVPD) of a 6-piece molecular cluster, H11S6 overall.

The value obtained for the LUMO energy is 2.76 eV. As for the charge: -1. Its HOMO-LUMO gap is 6.266 eV. As for the HOMO energy: -3.50 eV.

The geometry in XYZ format:
```
17
Properties=species:S:1:pos:R:3:nbo_charge:R:1
S 3.611 0.331 -2.114 -0.398
H 2.975 -0.059 -3.238 0.128
S 1.385 3.262 -0.432 -0.417
H 1.433 1.974 0.034 0.214
H 0.617 3.155 -1.585 0.152
S 0.597 -0.374 -0.115 -0.985
H 0.474 -1.055 1.019 0.098
H 2.686 -0.125 -1.233 0.210
S -0.534 -5.519 2.866 -0.319
H 0.483 -4.729 2.488 0.170
H -0.816 -5.170 4.155 0.149
S 0.111 3.034 3.561 -0.313
H -0.299 4.054 2.808 0.147
H 1.255 2.735 2.891 0.166
S -5.089 -0.117 -3.960 -0.304
H -5.094 -1.375 -3.547 0.139
H -3.797 -0.022 -3.597 0.164
```

Entry ii
The following is a DFT calculation (wB97M-V/def2-TZVPD) of a 6-piece molecular cluster, H11S6 overall.

The value obtained for the LUMO energy is 2.64 eV. As for the charge: -1. Its HOMO-LUMO gap is 6.504 eV. As for the HOMO energy: -3.86 eV.

The geometry in XYZ format:
```
17
Properties=species:S:1:pos:R:3:nbo_charge:R:1
S -2.174 3.027 1.976 -0.471
H -1.610 2.809 3.151 0.121
S -2.609 0.389 -2.294 -0.371
H -3.027 1.650 -2.427 0.124
H -2.182 0.428 -1.009 0.205
S -0.621 0.079 0.880 -0.912
H -0.885 -0.634 1.982 0.105
H -1.642 1.805 1.473 0.207
S 2.683 -2.716 4.689 -0.305
H 3.586 -1.738 4.549 0.139
H 2.153 -2.332 3.538 0.165
S -2.605 -3.471 -0.635 -0.345
H -3.420 -2.672 0.064 0.155
H -1.593 -2.600 -0.687 0.184
S 5.251 2.016 -5.034 -0.289
H 4.393 1.014 -5.121 0.146
H 4.303 2.946 -5.094 0.144
```

Relative energies with respect to the most stable structure, expressed in kcal/mol: entry i 11.5; entry ii 0.0.

Entry i
The following is a DFT calculation (wB97M-V/def2-TZVPD) of one molecule with the formula C18H21N3O3S.

The value obtained for the LUMO energy is -0.39 eV. Its HOMO-LUMO gap is 7.792 eV. As for the HOMO energy: -8.18 eV. The SMILES is Cc1ccccc1NC(=O)N1CCN(S(=O)(=O)c2ccccc2)CC1.

The geometry in XYZ format:
```
46
Properties=species:S:1:pos:R:3:nbo_charge:R:1
C 3.982 1.318 1.273 -0.633
C 4.408 0.720 -0.007 -0.111
C 5.628 1.007 -0.589 -0.102
C 6.263 0.491 -1.665 -0.258
C 5.569 -0.283 -2.328 -0.232
C 4.397 -0.860 -1.764 -0.197
C 3.929 -0.310 -0.513 0.137
N 2.581 -0.588 -0.282 -0.634
C 1.589 -1.270 -0.898 0.814
O 1.547 -1.658 -1.922 -0.599
N 0.471 -1.708 -0.124 -0.463
C -0.663 -2.081 -0.784 -0.203
H -0.986 -2.834 -0.177 0.178
H -0.552 -2.273 -1.716 0.227
C -1.903 -1.002 -0.531 -0.286
N -2.024 -0.828 1.068 -0.641
S -2.308 0.993 1.344 2.282
O -2.278 1.109 2.701 -0.893
O -1.487 1.633 0.314 -0.924
C -3.918 0.997 0.573 -0.314
C -4.094 1.916 -0.699 -0.087
C -5.312 1.801 -1.100 -0.292
C -6.494 1.247 -0.532 -0.122
C -6.213 0.466 0.741 -0.195
C -5.034 0.526 0.875 -0.200
H -4.881 -0.072 2.054 0.173
H -7.084 0.290 1.265 0.232
H -7.546 1.376 -1.021 0.231
H -5.496 2.514 -1.937 0.215
H -3.309 2.316 -1.008 0.209
C -1.150 -1.381 1.746 -0.259
H -1.239 -0.767 2.743 0.242
C 0.262 -1.081 1.347 -0.260
H 1.075 -1.410 2.081 0.207
H 0.473 0.094 1.426 0.190
H -1.370 -2.578 1.848 0.179
H -1.738 -0.064 -1.124 0.242
H -2.826 -1.730 -0.643 0.214
H 2.381 -0.288 0.706 0.390
H 3.832 -1.799 -2.390 0.257
H 5.896 -1.031 -3.040 0.213
H 7.419 0.505 -1.933 0.226
H 6.487 1.796 0.013 0.175
H 3.141 1.928 1.111 0.223
H 4.811 2.127 1.422 0.236
H 3.764 0.729 2.075 0.217
```

Entry ii
The following is a DFT calculation (wB97M-V/def2-TZVPD) of one molecule with the formula C18H21N3O3S.

The value obtained for the LUMO energy is 0.69 eV. Its HOMO-LUMO gap is 9.152 eV. As for the HOMO energy: -8.46 eV.

The geometry in XYZ format:
```
46
Properties=species:S:1:pos:R:3:nbo_charge:R:1
C -7.552 -0.038 -0.026 -0.244
H -8.030 0.178 -0.990 0.164
O -6.525 0.875 0.251 -0.547
C -5.494 0.855 -0.711 -0.062
C -4.402 1.826 -0.274 -0.449
C -3.681 1.307 0.972 -0.068
O -2.958 0.119 0.725 -0.498
C -1.783 0.165 0.052 0.347
C -1.129 1.332 -0.337 -0.346
C 0.074 1.220 -1.013 0.051
N 0.636 0.067 -1.308 -0.454
C 0.025 -1.055 -0.931 0.191
C -1.186 -1.075 -0.244 -0.073
C -1.844 -2.354 0.174 -0.657
H -2.057 -2.979 -0.693 0.212
H -1.191 -2.905 0.848 0.251
H -2.776 -2.139 0.688 0.238
C 0.784 -2.298 -1.230 -0.616
H 1.464 -2.148 -2.064 0.265
H 0.151 -3.168 -1.380 0.236
S 1.907 -2.702 0.216 1.292
O 1.096 -2.566 1.435 -0.991
C 2.764 -1.127 0.135 0.156
N 3.675 -0.773 -0.718 -0.446
C 3.988 0.521 -0.380 0.072
C 4.885 1.411 -0.961 -0.194
C 4.985 2.669 -0.407 -0.230
C 4.220 3.050 0.698 -0.212
C 3.326 2.184 1.293 -0.261
C 3.219 0.918 0.743 0.167
N 2.456 -0.175 1.055 -0.554
H 1.766 -0.294 1.780 0.445
H 2.734 2.479 2.147 0.216
H 4.333 4.048 1.095 0.213
H 5.670 3.385 -0.836 0.213
H 5.472 1.116 -1.816 0.224
H 0.617 2.099 -1.332 0.199
H -1.529 2.310 -0.124 0.222
H -4.428 1.026 1.719 0.212
H -3.031 2.080 1.398 0.177
H -3.696 1.955 -1.095 0.216
H -4.859 2.787 -0.040 0.222
H -5.077 -0.161 -0.799 0.170
H -5.891 1.148 -1.696 0.168
H -8.285 0.064 0.772 0.195
H -7.175 -1.069 -0.046 0.165
```

Relative energies with respect to the most stable structure, expressed in kcal/mol: entry i 361.4; entry ii 0.0.